(1)
Entry from the OMol25 dataset: a cluster of 2 separate species, C5H13N2O in total in a non-equilibrium geometry (ωB97M-V/def2-TZVPD).

Each line ends with the Mulliken charge.
Atoms and positions in Å:
C: -0.15187 -0.98635 -3.35792  -0.8989
N: -0.44550 -0.97827 -1.91362  -0.1077
C: 0.10190 -1.82584 -1.08621  0.1333
N: -0.20841 -1.93086 0.18326  -0.2269
H: -0.42440 -0.01784 -3.76129  0.3253
H: -0.62156 -1.83930 -3.83448  0.3360
H: 0.92825 -1.04712 -3.49192  0.3652
H: -1.21270 -0.39711 -1.59741  0.2784
H: 0.86816 -2.47765 -1.48839  0.3795
H: -0.81764 -1.26052 0.63175  0.1761
H: 0.30821 -2.54744 0.78900  0.2558
O: 1.95601 1.86964 1.63880  -0.4288
C: 0.98109 1.23288 1.38851  0.1056
C: -0.28739 1.26898 2.17307  -0.3471
C: -1.50313 1.48371 1.24606  -0.8400
H: 0.97456 0.62842 0.45170  0.2122
H: -0.22239 2.04015 2.93332  0.3203
H: -0.37674 0.28352 2.65368  0.2983
H: -1.30917 2.38196 0.65558  0.3528
H: -2.40790 1.62927 1.82417  0.3221
H: -1.61287 0.68387 0.51153  -0.0116

Output
- Total charge: +1
- Energy relative to the best compared isomer or geometry (same formula, charge and spin): 35.7 kcal/mol
- E_HOMO: -12.99 eV
- Lowest unoccupied orbital energy: -3.809 eV

(2)
Entry from the OMol25 dataset: a structure of composition C20H26F5N2O5PReS in a non-equilibrium geometry (ωB97M-V/def2-TZVPD).

Each line ends with the Mulliken spin population.
Atoms and positions in Å:
Re: 0.81220 -0.31420 -0.50870  1.1455
O: 4.55142 -1.14584 -2.56033  0.0031
C: 3.60948 -0.98639 -1.67781  0.0117
O: 2.64078 -0.24287 -1.84589  0.0048
C: 3.83049 -1.72942 -0.39251  -0.0001
O: 2.58943 -2.03354 0.21226  0.0024
C: 2.06993 -3.34587 -0.12641  0.0087
C: 1.05597 -3.26954 -1.20584  -0.0085
O: 0.75378 -4.19673 -1.87880  0.0299
O: 0.43772 -2.04699 -1.30504  0.0639
H: 4.36971 -0.62430 -3.36375  0.0002
H: 4.37729 -1.05765 0.27074  0.0002
H: 4.43462 -2.61933 -0.54741  -0.0003
H: 1.58981 -3.73250 0.76938  0.0007
H: 2.86567 -4.02627 -0.41551  -0.0012
F: -4.81814 3.75115 -3.40706  -0.0047
C: -3.70284 3.12760 -3.11778  -0.0350
C: -3.38067 2.87807 -1.78747  0.0073
F: -4.20169 3.27719 -0.82890  0.0007
C: -2.21646 2.22827 -1.48683  -0.0179
F: -1.94059 2.04388 -0.20319  -0.0021
C: -1.33390 1.79005 -2.48692  0.0069
S: 0.14506 0.93106 -2.29384  -0.2142
C: -1.68452 2.08799 -3.81991  -0.0249
F: -0.88171 1.72999 -4.80781  -0.0017
C: -2.85444 2.73078 -4.13625  0.0080
F: -3.17619 2.97350 -5.39322  0.0010
C: 4.17201 3.70270 1.32692  -0.0001
N: 3.05089 2.73214 1.34049  0.0057
C: 2.26976 2.41447 2.43918  -0.0036
C: 1.38497 1.48474 2.02749  0.0125
N: 1.61194 1.22599 0.67402  0.0036
C: 2.64390 1.99998 0.31265  0.0066
H: 4.06942 4.35379 2.18831  0.0001
H: 4.12604 4.29963 0.42075  0.0000
H: 5.11941 3.17623 1.38143  0.0002
H: 2.41091 2.88357 3.40053  -0.0004
H: 0.59821 1.00669 2.58135  0.0029
H: 3.06012 2.06828 -0.68080  0.0004
C: 0.26444 -2.41336 2.55433  0.0025
C: -0.92495 -2.44320 1.58268  0.0032
P: -1.21230 -0.86393 0.72330  -0.0095
C: -1.76718 0.22697 2.07584  -0.0067
C: -3.22165 0.01962 2.51597  0.0018
C: -2.53658 -1.19131 -0.47854  -0.0083
C: -3.70669 -2.08792 -0.04672  -0.0027
H: 0.56030 -3.42710 2.82721  0.0001
H: 0.00925 -1.90209 3.48366  0.0008
H: 1.14626 -1.91675 2.14035  0.0005
H: -1.83738 -2.67905 2.13176  0.0000
H: -0.81537 -3.21508 0.81880  0.0036
H: -1.60592 1.26246 1.79343  0.0009
H: -1.09765 0.00728 2.91191  0.0035
H: -3.91800 0.40442 1.77121  -0.0004
H: -3.39683 0.56417 3.44341  0.0009
H: -3.45823 -1.02804 2.70509  0.0000
H: -2.01111 -1.65202 -1.31574  -0.0041
H: -2.89749 -0.22090 -0.82722  0.0015
H: -3.36844 -3.00444 0.43681  0.0000
H: -4.26483 -2.38620 -0.93411  0.0002
H: -4.39945 -1.57985 0.61903  0.0000

Output
- Total charge: +2
- <S²>: 0.835
- Energy relative to the best compared isomer or geometry (same formula, charge and spin): 20.7 kcal/mol
- E_HOMO (alpha / beta): -14.45 / -14.53 eV
- 2S+1: 2
- Lowest unoccupied orbital energy (alpha / beta): -8.226 / -7.518 eV

Look up the total charge of the first one. +1

Look up the energy relative to the best compared isomer or geometry (same formula, charge and spin) of the first one. 35.7 kcal/mol

Which of these has the highest total charge? C20H26F5N2O5PReS

Which value of total charge does entry 2 give? +2